P.
# C2H8N2O2

2 unconnected molecules or ions with the total composition C2H8N2O2 (the ωB97M-V functional and the def2-TZVPD basis, the OMol25 dataset).

Structure (SMILES)   NC=O.NCO
HOMO level   -9.52 eV
Molar mass   92.10 g/mol
HOMO-LUMO gap   10.493 eV
LUMO level   0.9728 eV

Element x y z (Å)
N  1.72735  0.83306  1.42956
C  1.08303  -0.31258  1.78815
O  -0.10278  -0.51527  1.97578
H  1.15812  1.58635  1.65303
H  2.42678  0.83838  0.74599
H  1.78752  -1.06669  2.03719
N  -1.55988  -0.99622  -1.76392
C  -0.47379  -0.11635  -1.88700
O  -0.51581  1.06378  -1.10923
H  -1.55279  -1.81552  -1.10520
H  -2.42929  -0.81587  -2.33969
H  0.43003  -0.55659  -1.47727
H  -0.36792  0.26731  -2.89029
H  -1.33148  0.89021  -0.62255

The net atomic charges from natural (NBO), expressed in e, are: number 1, N, carries -0.834; number 2, C, carries 0.532; number 3, O, carries -0.587; number 4, H, carries 0.395; number 5, H, carries 0.404; number 6, H, carries 0.091; number 7, N, carries -0.904; number 8, C, carries 0.079; number 9, O, carries -0.750; number 10, H, carries 0.404; number 11, H, carries 0.389; number 12, H, carries 0.154; number 13, H, carries 0.157; number 14, H, carries 0.471

Q.
# C2H8N2O2

A molecular structure, C2H8N2O2 (the ωB97M-V functional and the def2-TZVPD basis, the OMol25 dataset).

HOMO level   -9.44 eV
Molar mass   92.10 g/mol
HOMO-LUMO gap   10.332 eV
LUMO level   0.8921 eV

Element x y z (Å)
C  1.45143  0.75160  0.10468
C  0.23507  0.14816  -0.36735
N  -1.93907  -0.36455  -0.11468
N  -0.86427  0.34463  0.43615
O  0.02772  0.17944  -1.66121
O  0.56708  -1.58169  0.11833
H  1.58450  0.48337  1.14319
H  2.24543  0.63888  -0.59297
H  1.36805  1.74385  0.52340
H  -2.72976  0.05641  0.18817
H  -1.85868  -1.35011  0.09084
H  -0.75227  0.14235  1.40767
H  -0.83215  -0.10469  -1.79846
H  0.91961  -1.87679  -0.70055

The net atomic charges from natural (NBO), expressed in e, are: number 1, C, carries -0.680; number 2, C, carries 0.689; number 3, N, carries -0.689; number 4, N, carries -0.482; number 5, O, carries -0.659; number 6, O, carries -0.941; number 7, H, carries 0.244; number 8, H, carries 0.241; number 9, H, carries 0.236; number 10, H, carries 0.358; number 11, H, carries 0.372; number 12, H, carries 0.369; number 13, H, carries 0.499; number 14, H, carries 0.441

R.
# C2H8N2O2

2 unconnected molecules or ions with the total composition C2H8N2O2 (the ωB97M-V functional and the def2-TZVPD basis, the OMol25 dataset).

Structure (SMILES)   CNC(N)=O.O
HOMO level   -9.63 eV
Molar mass   92.10 g/mol
HOMO-LUMO gap   10.188 eV
LUMO level   0.5542 eV

Element x y z (Å)
C  1.58647  -2.55567  -1.06223
N  0.78094  -1.37362  -0.80629
C  1.36444  -0.13891  -0.93961
N  0.51714  0.91785  -0.72312
O  2.52888  -0.00157  -1.26305
H  0.92813  -3.39469  -1.30568
H  2.17205  -2.82346  -0.18412
H  2.20772  -2.41330  -1.94394
H  -0.22072  -1.47544  -0.80680
H  -0.41030  0.74924  -0.36138
H  0.81614  1.86969  -0.86614
O  -4.37214  3.74367  3.21539
H  -4.03932  2.85194  3.07021
H  -3.85943  4.04427  3.97675

The net atomic charges from natural (NBO), expressed in e, are: number 1, C, carries -0.407; number 2, N, carries -0.648; number 3, C, carries 0.772; number 4, N, carries -0.851; number 5, O, carries -0.654; number 6, H, carries 0.196; number 7, H, carries 0.198; number 8, H, carries 0.217; number 9, H, carries 0.387; number 10, H, carries 0.381; number 11, H, carries 0.410; number 12, O, carries -0.932; number 13, H, carries 0.465; number 14, H, carries 0.467

Energies relative to the minimum, hartree: P 0.0576; Q 0.1101; R 0.0000

P.
# C2H8N2O2

2 unconnected molecules or ions with the total composition C2H8N2O2 (the ωB97M-V functional and the def2-TZVPD basis, the OMol25 dataset).

Structure (SMILES)   NCC(N)=O.O
HOMO level   -9.28 eV
Molar mass   92.10 g/mol
HOMO-LUMO gap   9.888 eV
LUMO level   0.6070 eV

Element x y z (Å)
N  0.47893  0.94573  1.01077
C  0.73739  -0.41028  0.43046
C  1.63383  -0.35772  -0.86617
N  1.61771  0.69207  -1.65028
O  2.37529  -1.27278  -1.09212
H  1.37297  1.32180  1.34534
H  0.19521  1.54235  0.22577
H  1.34656  -0.93764  1.18957
H  -0.18388  -1.00210  0.26781
H  1.19910  1.54056  -1.26122
H  2.14133  0.73617  -2.52801
O  -4.43966  -0.89904  0.59971
H  -3.51302  -1.04693  0.89591
H  -4.96176  -0.85218  1.43246

The net atomic charges from natural (NBO), expressed in e, are: number 1, N, carries -0.811; number 2, C, carries -0.314; number 3, C, carries 0.640; number 4, N, carries -0.817; number 5, O, carries -0.618; number 6, H, carries 0.357; number 7, H, carries 0.329; number 8, H, carries 0.222; number 9, H, carries 0.213; number 10, H, carries 0.379; number 11, H, carries 0.419; number 12, O, carries -0.941; number 13, H, carries 0.470; number 14, H, carries 0.471

Q.
# C2H8N2O2

A molecular structure, C2H8N2O2 (the ωB97M-V functional and the def2-TZVPD basis, the OMol25 dataset).

HOMO level   -8.29 eV
Molar mass   92.10 g/mol
HOMO-LUMO gap   8.459 eV
LUMO level   0.1732 eV

Element x y z (Å)
C  0.11718  1.18557  -0.83460
N  -0.94291  1.65194  -0.09494
O  -0.11493  0.36845  -1.79293
H  0.36774  -0.82396  -1.53118
H  -1.85192  1.28344  -0.32283
H  -0.88355  2.54453  0.36542
H  0.94026  1.90935  -0.93712
H  0.99694  0.09857  0.09034
C  0.02009  -1.33006  1.22906
N  1.13808  -1.03211  0.32258
O  0.94985  -1.64837  -0.85622
H  -0.93800  -1.03922  0.77961
H  0.03812  -2.40046  1.43175
H  0.16304  -0.76767  2.15106

The net atomic charges from natural (NBO), expressed in e, are: number 1, C, carries 0.410; number 2, N, carries -0.799; number 3, O, carries -0.648; number 4, H, carries 0.467; number 5, H, carries 0.409; number 6, H, carries 0.401; number 7, H, carries 0.175; number 8, H, carries 0.246; number 9, C, carries -0.449; number 10, N, carries -0.202; number 11, O, carries -0.585; number 12, H, carries 0.167; number 13, H, carries 0.215; number 14, H, carries 0.193

Energies relative to the minimum, hartree: P 0.0000; Q 0.1201

P.
# C21H24N4O2

A single C21H24N4O2 molecule (the ωB97M-V functional and the def2-TZVPD basis, the OMol25 dataset).

Structure (SMILES)   Cc1ccc(CN2CCN(/N=C/C=C/c3ccccc3[N+](=O)[O-])CC2)cc1
HOMO level   -6.71 eV
Molar mass   364.45 g/mol
HOMO-LUMO gap   5.848 eV
LUMO level   -0.8638 eV

Element x y z (Å)
C  4.24674  6.68276  -2.62802
C  3.35362  5.75547  -1.75203
C  4.01738  5.04235  -0.76094
C  3.23320  4.40584  0.14862
C  1.71505  4.38735  -0.06877
C  1.04141  3.44612  0.92798
N  0.44996  2.48382  0.07217
C  1.08126  1.61473  -0.76216
C  1.62892  0.33868  0.24152
N  0.42149  -0.16080  0.90025
N  0.15543  -1.31537  0.71638
C  -1.07664  -1.95429  1.13858
C  -1.20770  -3.24989  0.59738
C  -2.31709  -4.14543  0.76261
C  -2.53233  -5.35128  0.47090
C  -1.67081  -6.10190  -0.26202
C  -1.70872  -7.41726  -0.49849
C  -3.06216  -8.05926  -0.40894
C  -4.01778  -7.22864  0.28529
C  -3.89897  -5.95897  0.25499
N  -5.06418  -5.28119  1.06910
O  -5.20148  -3.90365  1.08525
O  -5.84566  -5.96362  1.47702
C  -0.10036  0.61115  1.76147
C  -0.63967  1.83921  1.14646
C  1.30570  5.04485  -1.00037
C  2.09221  5.85392  -1.74688
H  4.05672  6.39499  -3.87174
H  5.43479  6.73001  -2.50674
H  3.94187  7.74513  -2.66361
H  4.95177  5.26561  -0.44275
H  3.68770  3.89927  1.06476
H  0.48955  4.18030  1.37139
H  1.63026  2.85275  1.67108
H  1.62429  2.14752  -1.14668
H  0.25420  1.24330  -1.27647
H  2.23450  -0.31770  -0.22094
H  2.34629  0.88720  0.97618
H  -1.70801  -1.52740  1.76148
H  -0.59846  -3.57691  -0.17568
H  -2.99814  -3.59370  1.52960
H  -0.71277  -5.70492  -0.39404
H  -1.06827  -8.09732  -1.11337
H  -3.39196  -9.03509  -0.62555
H  -5.09661  -7.55590  0.41605
H  -1.15641  0.25760  2.18160
H  0.41541  1.10010  2.75735
H  -1.24146  2.62592  1.52400
H  -1.30022  1.48814  0.22340
H  0.25662  4.89989  -1.32425
H  1.54954  6.27652  -2.88244

The net atomic charges from natural (NBO), expressed in e, are: number 1, C, carries -0.629; number 2, C, carries -0.065; number 3, C, carries -0.226; number 4, C, carries -0.174; number 5, C, carries -0.029; number 6, C, carries -0.243; number 7, N, carries -0.417; number 8, C, carries -0.145; number 9, C, carries -0.249; number 10, N, carries -0.192; number 11, N, carries -0.100; number 12, C, carries -0.155; number 13, C, carries -0.101; number 14, C, carries -0.264; number 15, C, carries -0.031; number 16, C, carries -0.240; number 17, C, carries -0.170; number 18, C, carries -0.226; number 19, C, carries -0.235; number 20, C, carries 0.037; number 21, N, carries 0.532; number 22, O, carries -0.510; number 23, O, carries -0.278; number 24, C, carries -0.268; number 25, C, carries -0.248; number 26, C, carries -0.197; number 27, C, carries -0.167; number 28, H, carries 0.205; number 29, H, carries 0.228; number 30, H, carries 0.225; number 31, H, carries 0.211; number 32, H, carries 0.205; number 33, H, carries 0.212; number 34, H, carries 0.169; number 35, H, carries 0.167; number 36, H, carries 0.193; number 37, H, carries 0.222; number 38, H, carries 0.187; number 39, H, carries 0.178; number 40, H, carries 0.197; number 41, H, carries 0.224; number 42, H, carries 0.200; number 43, H, carries 0.226; number 44, H, carries 0.214; number 45, H, carries 0.243; number 46, H, carries 0.247; number 47, H, carries 0.210; number 48, H, carries 0.239; number 49, H, carries 0.190; number 50, H, carries 0.212; number 51, H, carries 0.189

Q.
# C21H24N4O2

A single C21H24N4O2 molecule (the ωB97M-V functional and the def2-TZVPD basis, the OMol25 dataset).

Structure (SMILES)   CCOc1ccccc1C(=O)N1CCC(n2nnc3cc(C)ccc32)CC1
HOMO level   -8.68 eV
Molar mass   364.45 g/mol
HOMO-LUMO gap   9.230 eV
LUMO level   0.5529 eV

Element x y z (Å)
C  1.90990  2.79847  0.06295
C  2.61889  2.08410  1.21092
O  4.00007  1.93364  0.94044
C  4.45112  0.92724  0.14506
C  5.53563  1.26188  -0.67078
C  6.13377  0.32934  -1.49074
C  5.65256  -0.96986  -1.52577
C  4.58656  -1.31655  -0.72026
C  3.97121  -0.38825  0.11804
C  2.95358  -0.92822  1.07585
O  3.18777  -1.01888  2.26680
N  1.80332  -1.41061  0.53328
C  1.37245  -1.24278  -0.83171
C  0.12242  -0.36275  -0.90049
C  -0.98541  -0.90630  0.00510
N  -2.08550  0.02350  0.01893
N  -1.87942  1.33535  0.20225
N  -2.97890  1.96576  0.22143
C  -3.99860  1.07813  0.05371
C  -5.38182  1.24872  -0.00034
C  -6.16221  0.12904  -0.18171
C  -7.65626  0.23261  -0.24903
C  -5.56882  -1.14363  -0.30749
C  -4.21022  -1.34064  -0.25894
C  -3.42242  -0.20959  -0.07653
C  -0.44710  -1.10117  1.42752
C  0.79685  -1.98582  1.39784
H  2.04239  2.24479  -0.86566
H  2.33179  3.79115  -0.07238
H  0.84836  2.89276  0.27832
H  2.57619  2.69125  2.11860
H  2.14281  1.12339  1.41899
H  5.89740  2.27730  -0.62647
H  6.97329  0.61527  -2.10636
H  6.11113  -1.70852  -2.16498
H  4.22357  -2.33489  -0.71438
H  1.14865  -2.23245  -1.25169
H  2.17397  -0.79197  -1.41783
H  0.35826  0.64697  -0.56646
H  -0.23024  -0.30922  -1.93196
H  -1.36189  -1.85995  -0.38414
H  -5.81087  2.23273  0.09904
H  -7.97860  1.26484  -0.14356
H  -8.11338  -0.35795  0.54415
H  -8.02071  -0.15096  -1.20132
H  -6.21870  -1.99546  -0.44707
H  -3.77881  -2.32565  -0.35601
H  -1.21133  -1.55448  2.06110
H  -0.19352  -0.12283  1.84085
H  0.53942  -2.98541  1.02759
H  1.23140  -2.07339  2.39531

The net atomic charges from natural (NBO), expressed in e, are: number 1, C, carries -0.643; number 2, C, carries -0.055; number 3, O, carries -0.499; number 4, C, carries 0.339; number 5, C, carries -0.250; number 6, C, carries -0.186; number 7, C, carries -0.260; number 8, C, carries -0.120; number 9, C, carries -0.241; number 10, C, carries 0.682; number 11, O, carries -0.614; number 12, N, carries -0.448; number 13, C, carries -0.219; number 14, C, carries -0.415; number 15, C, carries -0.042; number 16, N, carries -0.186; number 17, N, carries -0.035; number 18, N, carries -0.239; number 19, C, carries 0.119; number 20, C, carries -0.213; number 21, C, carries -0.031; number 22, C, carries -0.623; number 23, C, carries -0.194; number 24, C, carries -0.225; number 25, C, carries 0.081; number 26, C, carries -0.406; number 27, C, carries -0.231; number 28, H, carries 0.203; number 29, H, carries 0.215; number 30, H, carries 0.229; number 31, H, carries 0.197; number 32, H, carries 0.172; number 33, H, carries 0.226; number 34, H, carries 0.216; number 35, H, carries 0.215; number 36, H, carries 0.206; number 37, H, carries 0.187; number 38, H, carries 0.238; number 39, H, carries 0.234; number 40, H, carries 0.220; number 41, H, carries 0.207; number 42, H, carries 0.223; number 43, H, carries 0.217; number 44, H, carries 0.218; number 45, H, carries 0.218; number 46, H, carries 0.212; number 47, H, carries 0.216; number 48, H, carries 0.219; number 49, H, carries 0.221; number 50, H, carries 0.186; number 51, H, carries 0.258

Energies relative to the minimum, hartree: P 0.7755; Q 0.0000